# 1
13
Properties=species:S:1:pos:R:3:mulliken_charge:R:1 method="wB97M-V/def2-TZVPD" e_homo_ev="-7.81 / -7.18" spin_multiplicity=1 relative_energy_kcal_mol=128.26 homo_lumo_gap_ev="8.4875 / 7.0789"
C 0.41201 0.86109 0.96126 -0.91
C 0.16905 -0.17133 0.08810 0.48
C 0.32946 1.82108 -0.25227 -0.07
C -0.01847 -1.66178 0.10062 -0.25
C 0.11806 0.62637 -1.04512 -0.73
N -1.45574 -1.74564 0.23912 0.19
N -2.23637 -1.83727 1.08255 -0.50
H 0.81184 0.94920 1.92269 0.43
H -0.46298 2.59267 -0.46535 0.26
H 1.40273 2.23732 -0.53672 0.15
H 0.25604 -1.98447 -0.87142 0.23
H 0.51309 -2.19749 0.92513 0.36
H 0.16127 0.51025 -2.14860 0.36



# 2
13
Properties=species:S:1:pos:R:3:mulliken_charge:R:1 method="wB97M-V/def2-TZVPD" e_homo_ev=-9.81 spin_multiplicity=1 smiles=C#C[C@@H](N)CC#N relative_energy_kcal_mol=84.67 homo_lumo_gap_ev=10.3439
C -2.28753 -0.71262 0.27944 0.03
C -1.15395 -0.30647 0.19380 -0.71
C 0.52889 -0.29957 0.38587 0.14
N 1.25737 -1.41602 -0.08264 -0.56
C 0.83186 1.01005 -0.34089 -0.49
C -0.46401 1.72086 -0.47512 0.31
N -1.16805 2.66441 -0.49751 -0.47
H -3.33365 -0.90632 0.33222 0.43
H 0.60598 -0.19309 1.46891 0.33
H 0.76671 -1.95976 -0.78882 0.25
H 1.63416 -2.00274 0.65585 0.25
H 1.57566 1.59155 0.22038 0.25
H 1.20658 0.80973 -1.35149 0.26



# 3
14
Properties=species:S:1:pos:R:3:mulliken_charge:R:1 method="wB97M-V/def2-TZVPD" e_homo_ev=-10.20 spin_multiplicity=1 relative_energy_kcal_mol=121.70 homo_lumo_gap_ev=8.4462
C 2.03723 0.62396 -0.07677 -0.38
C 0.65464 0.41778 0.10852 0.79
C -0.02758 -0.78134 -0.05102 -0.32
C -1.52444 -0.39988 -0.21503 0.25
C -0.43174 1.44210 0.12170 -0.58
H 1.81704 -1.18279 0.93441 0.39
H 2.09348 -1.39379 -0.65168 0.33
H 2.34301 1.06165 0.83031 0.36
H 2.31315 0.92398 -1.02000 0.38
H 0.58191 -1.88127 -0.08780 0.11
H -0.44056 2.62452 0.36798 0.31
N 2.72134 -0.89301 0.02397 -0.69
N -1.67583 1.00394 -0.16138 -0.46
O -2.53442 -1.09308 0.15803 -0.47



# 4
14
Properties=species:S:1:pos:R:3:mulliken_charge:R:1 method="wB97M-V/def2-TZVPD" e_homo_ev=-7.76 spin_multiplicity=1 smiles="C1=CC2=NOC[C@@H]2N1" relative_energy_kcal_mol=107.33 homo_lumo_gap_ev=8.3846
C -1.74587 0.30333 -0.18252 -0.34
C -1.02162 1.42255 -0.07144 -0.82
C 0.37547 0.91387 0.02578 0.48
N 1.58957 1.31903 0.21077 -0.50
O 2.32670 0.28089 -0.04025 -0.16
C 1.43615 -0.78995 -0.44711 -0.65
C 0.22494 -0.47531 0.40575 0.28
N -1.08854 -0.91002 0.02313 -0.39
H -2.83421 0.45716 -0.29894 0.36
H -1.27851 2.35086 -0.27645 0.54
H 1.02564 -0.74881 -1.57717 0.28
H 1.86287 -1.73374 0.00315 0.33
H 0.47941 -0.78617 1.54849 0.29
H -1.35200 -1.60369 0.67681 0.31